Record 1
{
  "formula": "C4H8O",
  "method": "the ωB97M-V functional and the def2-TZVPD basis",
  "elements": ["C", "C", "H", "H", "H", "H", "O", "C", "C", "H", "H", "H", "H"],
  "positions_angstrom": [[-1.59523, -0.40566, -0.93340], [-2.06908, 0.62854, -0.25757], [-0.81634, -0.93246, -0.38088], [-2.11869, -0.79448, -1.76772], [-1.61910, 1.00724, 0.67212], [-3.01692, 1.12272, -0.52881], [2.08422, 0.74851, -1.00546], [1.45777, 0.66248, 0.05466], [1.65401, -0.64377, 0.78706], [0.91748, 1.42777, 0.59514], [1.14752, -1.44993, 0.29150], [1.31995, -0.38693, 1.70423], [2.65440, -0.98403, 0.76913]],
  "forces_ev_per_angstrom": [[0.2, 0.3, 2.1], [-1.0, 0.7, 0.3], [0.1, -0.2, -1.0], [0.0, -0.5, -0.7], [-0.1, -0.3, -0.5], [0.7, -0.1, -0.1], [-1.8, 1.4, 1.5], [3.5, -2.3, -2.6], [-0.4, 0.6, -2.2], [-0.5, 0.8, -0.4], [-0.8, -0.3, 0.0], [-1.1, -0.5, 3.6], [1.3, 0.2, 0.1]],
  "smiles": "CC=O.C=C",
  "de_lowest_kj_mol": 211.8,
  "charge": 0,
  "e_homo_ev": -9.799
}

Record 2
{
  "formula": "C8H12O4",
  "method": "the ωB97M-V functional and the def2-TZVPD basis",
  "elements": ["C", "C", "C", "C", "C", "C", "C", "C", "H", "H", "H", "H", "H", "H", "H", "H", "H", "H", "H", "H", "O", "O", "O", "O"],
  "positions_angstrom": [[-2.75716, -1.19061, -0.20686], [-2.51406, 0.05587, -1.01429], [-0.49835, 1.10640, -0.30658], [1.52718, -0.06622, -0.00078], [2.08404, -1.42400, 0.38935], [2.08886, 0.93435, 0.89011], [1.28375, 2.06366, 1.21902], [-0.03207, 2.18575, 0.63658], [-3.51084, -0.91427, 0.59699], [-1.76454, -1.80447, 0.49145], [-3.31947, -1.22488, -0.90812], [-1.97787, -0.29096, -1.96183], [-3.54085, 0.37894, -1.60917], [-0.24749, 1.16847, -1.45338], [1.90810, 0.20534, -1.24998], [3.45085, -1.64861, 0.39430], [1.94872, -1.66605, 1.23419], [1.74268, -3.39631, -0.49127], [1.80158, 2.73499, 2.10855], [-0.83868, 3.38479, 0.82432], [-1.87175, 1.07991, -0.17318], [0.13741, -0.14785, -0.06656], [1.77937, -2.26941, -0.83336], [3.12059, 0.74518, 1.49049]],
  "forces_ev_per_angstrom": [[6.6, 1.8, 11.5], [0.9, 1.5, -0.8], [0.1, 0.2, -2.4], [1.5, -1.0, -4.7], [6.8, 1.4, -14.6], [0.1, 0.2, 1.4], [-3.9, 3.4, 0.8], [2.7, 3.6, 2.0], [1.1, -0.2, -0.5], [-3.2, 1.7, -3.4], [-7.6, -5.8, -8.7], [0.5, 1.0, 1.4], [2.2, 0.0, 2.3], [-0.2, 1.1, 1.6], [-0.7, -0.7, 3.5], [-3.9, 1.8, 0.0], [-3.3, -4.1, 11.3], [0.2, 5.3, -1.5], [-1.8, -1.5, -2.7], [2.7, -4.4, -0.6], [-0.5, -0.8, -1.6], [-0.7, 0.0, 1.7], [-0.7, -4.7, 3.8], [1.0, 0.0, 0.0]],
  "de_lowest_kj_mol": 1188.0,
  "charge": 0,
  "e_homo_ev": -9.549
}

Record 3
{
  "formula": "C49H67BiO4Sb",
  "method": "the ωB97M-V functional and the def2-TZVPD basis",
  "elements": ["Bi", "C", "O", "C", "C", "C", "C", "C", "C", "C", "C", "C", "C", "C", "C", "C", "C", "C", "C", "C", "C", "C", "C", "C", "C", "C", "C", "C", "C", "C", "C", "C", "C", "O", "C", "C", "C", "C", "C", "O", "C", "C", "C", "C", "C", "C", "O", "C", "C", "C", "C", "H", "H", "H", "H", "H", "H", "H", "H", "H", "H", "H", "H", "H", "H", "H", "H", "H", "H", "H", "H", "H", "H", "H", "H", "H", "H", "H", "H", "H", "H", "H", "H", "H", "H", "H", "H", "H", "H", "H", "H", "H", "H", "H", "H", "H", "H", "H", "H", "H", "H", "H", "H", "H", "H", "H", "H", "H", "H", "C", "Sb", "C", "C", "H", "H", "H", "H", "H", "H", "H", "H", "H"],
  "positions_angstrom": [[-0.18407, -0.52326, -2.78756], [3.14388, -1.20334, -2.96493], [2.18022, -0.31748, -2.35902], [2.57638, 0.29848, -1.15004], [2.80828, -0.46923, -0.01466], [2.60611, -1.96302, 0.09190], [1.22499, -2.62251, 0.12229], [1.25615, -3.93781, 0.58168], [0.12933, -4.73271, 0.73101], [-1.08726, -4.14573, 0.39884], [-1.17563, -2.84716, -0.08889], [-2.54166, -2.36374, -0.54760], [-2.88695, -0.93544, -0.19093], [-3.17874, -0.59796, 1.11522], [-3.48306, 0.71401, 1.48691], [-3.42716, 1.67901, 0.49533], [-3.09848, 1.39527, -0.83482], [-2.85501, 2.58723, -1.74732], [-1.48982, 3.20045, -1.50000], [-1.38208, 4.35990, -0.75116], [-0.15876, 4.98224, -0.50550], [0.96675, 4.38697, -1.05029], [0.90612, 3.20901, -1.79424], [2.18745, 2.55605, -2.27272], [2.71622, 1.67562, -1.15312], [3.25034, 2.27808, -0.01389], [3.58552, 1.55428, 1.11783], [3.32239, 0.18565, 1.09472], [4.21805, 2.18643, 2.35604], [3.35803, 1.87570, 3.58927], [5.62207, 1.59346, 2.54621], [4.34387, 3.70469, 2.22475], [-0.33173, 2.61844, -2.01695], [-0.46062, 1.51725, -2.82779], [-0.10706, 6.26520, 0.32035], [1.32613, 6.75424, 0.52961], [-0.89763, 7.36684, -0.40005], [-0.73394, 6.00535, 1.69854], [-2.89513, 0.06457, -1.15693], [-2.59996, -0.38867, -2.46110], [-3.38394, 0.09237, -3.57418], [-3.83882, 1.03446, 2.93730], [-4.13097, 2.52202, 3.14063], [-5.08706, 0.23405, 3.33723], [-2.66364, 0.63948, 3.84390], [-0.01165, -2.07905, -0.23105], [-0.10126, -0.80744, -0.76093], [0.25172, -6.14842, 1.29451], [0.78165, -6.05653, 2.73669], [-1.09464, -6.87243, 1.31746], [1.22922, -6.98045, 0.44934], [4.14384, -0.91391, -2.65170], [2.94919, -2.23471, -2.68300], [3.05973, -1.09190, -4.04418], [3.21362, -2.47698, -0.65811], [3.05638, -2.24180, 1.04205], [2.22806, -4.34190, 0.85701], [-2.00886, -4.70758, 0.50549], [-2.63053, -2.50062, -1.62797], [-3.28593, -3.02507, -0.10520], [-3.15676, -1.38854, 1.86011], [-3.59979, 2.72015, 0.74565], [-2.95965, 2.34930, -2.80084], [-3.60156, 3.34637, -1.51742], [-2.29540, 4.79677, -0.35785], [1.93919, 4.84571, -0.91173], [2.00407, 1.97555, -3.17187], [2.91565, 3.32667, -2.52383], [3.38157, 3.35251, -0.02787], [3.51367, -0.40776, 1.98320], [3.32183, 0.80500, 3.80348], [3.77344, 2.37522, 4.46787], [2.33318, 2.22918, 3.44674], [5.58372, 0.50924, 2.67491], [6.25365, 1.81096, 1.68120], [6.09525, 2.02356, 3.43264], [3.36517, 4.17974, 2.10580], [4.80172, 4.10824, 3.13002], [4.97649, 3.98863, 1.37948], [1.80936, 7.00929, -0.41724], [1.31633, 7.65302, 1.14923], [1.93566, 6.00319, 1.04179], [-0.47738, 7.56238, -1.38986], [-1.94685, 7.08858, -0.52689], [-0.86298, 8.29457, 0.17782], [-0.22496, 5.18217, 2.20809], [-0.65179, 6.89934, 2.32224], [-1.79392, 5.75208, 1.61837], [-4.33618, 0.46964, -3.21168], [-2.85081, 0.87118, -4.11296], [-3.55818, -0.76044, -4.22681], [-4.97152, 2.85636, 2.52596], [-4.39379, 2.69814, 4.18576], [-3.25833, 3.14048, 2.90912], [-5.93785, 0.50459, 2.70690], [-4.92403, -0.84196, 3.24415], [-5.35005, 0.44627, 4.37669], [-1.75666, 1.17866, 3.55722], [-2.89480, 0.88422, 4.88382], [-2.45219, -0.43154, 3.79058], [0.14267, -5.41048, 3.34347], [0.79969, -7.04954, 3.19446], [1.79768, -5.65447, 2.76501], [-1.79637, -6.40261, 2.01249], [-1.55394, -6.90688, 0.32532], [-0.94291, -7.90253, 1.64759], [2.15742, -6.44262, 0.24436], [1.48727, -7.90314, 0.97582], [0.77627, -7.25552, -0.50795], [-0.44205, -5.89033, -3.08878], [0.02542, -3.81847, -3.30575], [1.37945, -4.08321, -4.95736], [-1.67417, -3.42744, -4.57945], [-0.66406, -6.30009, -4.07592], [-1.30501, -6.00325, -2.43038], [0.40950, -6.41485, -2.64984], [0.96266, -4.85941, -5.59995], [2.36046, -4.39992, -4.60146], [1.49037, -3.16458, -5.53585], [-1.65549, -4.15970, -5.38620], [-1.64533, -2.42720, -5.02084], [-2.60362, -3.54037, -4.01704]],
  "forces_ev_per_angstrom": [[0.0, 0.5, 0.2], [0.0, 0.1, -0.1], [-0.2, -0.2, 0.0], [0.1, 0.1, 0.0], [0.0, -0.1, 0.2], [-0.1, 0.0, -0.1], [0.1, 0.1, 0.1], [0.1, 0.0, 0.1], [-0.1, 0.0, -0.1], [0.0, -0.1, 0.0], [-0.1, 0.1, 0.0], [0.1, 0.1, 0.1], [-0.1, -0.2, 0.1], [0.0, 0.0, 0.1], [0.0, -0.1, 0.0], [0.1, 0.1, 0.0], [0.1, 0.1, 0.0], [0.1, -0.1, 0.1], [-0.2, 0.0, 0.0], [0.0, 0.0, 0.0], [0.0, 0.0, 0.0], [0.1, 0.0, -0.1], [0.1, 0.0, -0.1], [0.0, -0.1, 0.1], [0.0, 0.1, -0.1], [0.0, 0.0, 0.1], [0.0, 0.0, -0.1], [-0.1, -0.1, 0.1], [0.0, 0.0, 0.0], [0.0, 0.0, 0.0], [0.0, 0.0, 0.0], [0.0, 0.0, 0.0], [0.0, -0.1, 0.0], [0.2, -0.1, 0.1], [0.0, 0.0, 0.0], [0.0, 0.0, 0.0], [0.0, 0.0, 0.0], [0.0, 0.0, 0.0], [-0.2, 0.0, 0.0], [0.3, 0.3, -0.2], [-0.1, -0.2, 0.1], [0.0, 0.0, 0.0], [0.0, 0.0, 0.0], [0.0, 0.0, 0.0], [0.0, 0.0, 0.0], [0.0, 0.0, -0.1], [-0.1, -0.1, -0.1], [0.0, 0.0, 0.0], [0.0, 0.0, 0.0], [0.0, 0.0, 0.1], [0.0, 0.0, 0.0], [0.0, 0.0, 0.0], [-0.1, -0.1, 0.0], [0.0, 0.0, 0.0], [-0.1, 0.0, 0.0], [0.1, -0.1, 0.0], [-0.1, 0.0, 0.0], [0.1, 0.0, 0.0], [0.0, 0.0, 0.0], [0.0, 0.0, 0.0], [0.0, 0.1, 0.0], [0.0, -0.1, 0.0], [0.0, 0.0, 0.0], [-0.1, 0.0, 0.0], [0.1, 0.0, 0.0], [-0.1, 0.0, 0.0], [0.0, 0.0, -0.1], [0.0, 0.0, 0.1], [0.0, -0.1, 0.0], [0.0, 0.0, -0.1], [0.0, 0.1, 0.0], [0.0, 0.0, 0.0], [0.1, 0.0, 0.0], [0.0, 0.1, 0.0], [0.0, 0.0, 0.0], [0.0, 0.0, 0.0], [0.1, 0.0, 0.0], [0.0, 0.0, 0.0], [0.0, 0.0, 0.0], [0.0, 0.0, 0.1], [0.0, 0.0, 0.0], [0.0, 0.1, 0.0], [0.0, 0.0, 0.1], [0.1, 0.0, 0.0], [0.0, 0.0, 0.0], [0.0, 0.0, 0.0], [0.0, 0.0, 0.0], [0.1, 0.0, 0.0], [0.0, 0.0, 0.0], [0.1, 0.0, 0.0], [0.0, -0.1, 0.0], [0.1, 0.0, 0.0], [0.0, 0.0, 0.0], [-0.1, 0.0, 0.0], [0.0, 0.0, 0.0], [0.0, 0.1, 0.0], [0.0, 0.0, 0.0], [0.0, 0.0, 0.0], [0.0, 0.0, 0.0], [0.0, 0.1, 0.0], [0.0, 0.0, 0.0], [0.0, 0.1, 0.0], [-0.1, 0.0, 0.0], [0.0, 0.0, -0.1], [0.0, 0.0, 0.1], [0.0, 0.0, 0.0], [0.0, -0.1, 0.0], [0.0, 0.0, 0.0], [0.0, 0.0, 0.1], [0.1, 0.0, 0.2], [0.0, -0.5, -0.4], [0.0, 0.0, 0.0], [0.0, 0.1, 0.1], [0.0, 0.0, 0.1], [0.1, 0.0, -0.1], [-0.1, 0.1, -0.1], [0.1, 0.0, 0.0], [0.0, 0.0, 0.0], [0.0, 0.0, 0.0], [0.0, 0.0, 0.0], [0.0, -0.1, 0.0], [0.1, 0.0, 0.0]],
  "charge": 1,
  "e_homo_ev": -10.413
}

Record 4
{
  "formula": "C4H23NO7",
  "method": "the ωB97M-V functional and the def2-TZVPD basis",
  "elements": ["C", "N", "C", "C", "C", "H", "H", "H", "H", "H", "H", "H", "H", "H", "H", "H", "O", "H", "H", "O", "H", "H", "O", "H", "H", "O", "H", "H", "O", "H", "H", "O", "H", "H", "O"],
  "positions_angstrom": [[-0.46381, 2.38256, 1.42025], [-1.04552, 1.15326, 0.98014], [-1.96051, 1.66224, -0.08756], [-1.07016, 2.48222, -1.03910], [-0.24845, 3.25324, 0.08705], [0.44061, 2.31884, 2.01562], [-1.07776, 3.09664, 1.96197], [-0.50367, 0.48881, 0.44000], [-2.60642, 2.47950, 0.29729], [-2.54157, 0.80852, -0.44740], [-0.38677, 1.98918, -1.74361], [-1.75750, 3.00275, -1.70857], [-0.77750, 4.19523, 0.10837], [0.80259, 3.21284, -0.21607], [2.45643, -1.43898, -0.81167], [2.42774, -0.68780, 0.34051], [2.65711, -0.51745, -0.58853], [-1.39422, 0.67546, -2.47265], [-2.40611, 0.85201, -3.57396], [-1.55294, 0.44663, -3.39778], [0.83681, -1.53809, -3.28938], [1.77757, -0.62997, -2.69784], [1.35964, -1.47236, -2.48233], [-0.80470, -1.33282, 3.11593], [-2.07611, -1.41495, 2.39370], [-1.64887, -1.80303, 3.16048], [2.81043, 0.83727, 2.19960], [1.44771, 0.35445, 2.29022], [2.12715, 0.71285, 2.87255], [2.64868, -3.16188, 0.76261], [1.47726, -2.50438, 0.09257], [1.72814, -2.91594, 0.91817], [-0.53878, -4.16431, -1.06602], [-0.38094, -2.70397, -0.93259], [-0.97242, -3.33290, -1.33751]],
  "forces_ev_per_angstrom": [[1.7, 2.1, -1.7], [-2.6, 0.2, -0.1], [0.3, -0.5, 0.2], [0.3, -0.4, 0.6], [-0.4, -1.5, -1.3], [0.2, -0.4, -0.2], [-1.0, -1.1, 0.7], [1.0, 0.3, 0.5], [-0.1, -1.0, 0.3], [-0.1, 0.3, -0.3], [-0.1, -0.5, 0.6], [0.3, 0.9, 0.3], [0.9, 0.7, 0.5], [-0.2, 0.9, 0.1], [0.5, 0.5, -1.4], [0.4, 1.1, 0.3], [-0.2, -0.9, 1.5], [0.0, -0.2, -0.2], [-0.1, 0.0, -0.2], [0.0, 0.0, 0.2], [-0.5, -0.8, 0.1], [0.4, 0.1, 0.7], [-0.3, 0.4, -1.1], [0.0, -0.2, 0.4], [-0.5, 0.0, -0.1], [0.5, 0.3, -0.2], [0.4, 0.3, 0.5], [-0.5, -0.1, 0.5], [0.2, -0.2, -0.9], [0.0, -0.2, 0.2], [-0.5, -0.1, -0.3], [0.3, 0.0, 0.1], [-0.6, 0.3, -0.3], [0.1, 0.7, 0.0], [0.4, -1.0, 0.2]],
  "smiles": "C1CCNC1.O.O.O.O.O.O.O",
  "de_lowest_kj_mol": 288.3,
  "charge": 0,
  "e_homo_ev": -9.510
}

Record 5
{
  "formula": "C5H11N",
  "method": "the ωB97M-V functional and the def2-TZVPD basis",
  "elements": ["N", "C", "C", "C", "C", "C", "H", "H", "H", "H", "H", "H", "H", "H", "H", "H", "H"],
  "positions_angstrom": [[1.94454, -0.91173, -0.38821], [1.12521, -0.11874, -1.32540], [0.64995, 1.19233, -0.66107], [-0.17733, 0.69704, 0.50219], [-1.29040, -0.13052, 0.34091], [-2.10524, -0.55856, 1.54735], [2.41453, -1.59340, -0.95751], [0.16953, -0.66964, -1.69904], [1.55635, 0.12096, -2.21370], [1.62525, 1.54225, -0.25274], [0.20470, 1.97318, -1.35147], [-0.11362, -0.53104, 0.41708], [0.12820, 1.19024, 1.41619], [-1.86497, -0.05283, -0.55720], [-1.44417, -0.85594, 2.35265], [-2.79815, 0.16449, 1.86446], [-2.70252, -1.39548, 1.27489]],
  "forces_ev_per_angstrom": [[-1.7, 2.5, -0.4], [-1.2, -2.2, 1.8], [0.9, -0.4, 0.4], [-0.1, 2.7, -1.3], [-1.8, 2.4, 1.8], [1.6, -1.0, -0.8], [0.1, -0.6, -0.2], [0.4, 0.5, 0.6], [1.8, 0.6, -2.8], [-0.8, 0.4, -0.1], [0.2, -1.2, 0.8], [1.4, -2.4, -0.2], [-0.1, -1.1, 0.8], [0.5, -0.7, -1.0], [0.0, 0.1, 0.3], [-0.6, 1.4, 0.4], [-0.4, -0.9, -0.2]],
  "de_lowest_kj_mol": 625.3,
  "charge": 0,
  "e_homo_ev": -6.079
}

Record 6
{
  "formula": "C8H8BF9NO7P2Pd",
  "method": "the ωB97M-V functional and the def2-TZVPD basis",
  "elements": ["Pd", "N", "C", "C", "P", "O", "O", "O", "P", "O", "O", "O", "H", "H", "H", "H", "H", "H", "H", "H", "F", "B", "F", "F", "F", "F", "C", "C", "F", "C", "F", "C", "O", "C", "F", "C", "F"],
  "positions_angstrom": [[0.40132, -1.20298, -0.06576], [2.44011, 1.52314, -0.80864], [0.96945, 1.88955, -0.92502], [0.85159, 3.34494, -1.36738], [0.29306, 0.72119, -2.22831], [-1.19546, 0.32903, -1.77671], [0.39595, 1.36354, -3.54545], [1.07889, -0.56135, -1.89558], [0.20389, 1.59282, 0.73177], [0.80363, 2.86626, 1.53710], [-1.26804, 1.63983, 0.63315], [0.94968, 0.37551, 1.27413], [2.67211, 0.66427, -1.33898], [2.73021, 1.28120, 0.15396], [3.04650, 2.26580, -1.14809], [1.17311, 3.45089, -2.40377], [1.43102, 3.99416, -0.70956], [-0.18852, 3.66571, -1.30658], [-1.69985, 1.04007, -1.35742], [1.04230, 2.62124, 2.43953], [3.08136, -1.63452, 0.25190], [4.27378, -0.89145, 0.13464], [4.19527, 0.22392, 1.02695], [4.33631, -0.35685, -1.18381], [5.38410, -1.66126, 0.41442], [-5.81041, -2.69237, 0.79200], [-4.48793, -2.54167, 0.94973], [-3.63491, -2.69294, -0.12622], [-4.12691, -2.99787, -1.33048], [-2.27836, -2.52873, 0.05868], [-1.44361, -2.68128, -0.99883], [-1.71006, -2.20800, 1.29558], [-0.40573, -2.09689, 1.46647], [-2.60488, -2.05394, 2.36082], [-2.13926, -1.74801, 3.57320], [-3.96504, -2.22592, 2.19168], [-4.79468, -2.07702, 3.23087]],
  "forces_ev_per_angstrom": [[0.2, -0.5, 0.2], [-0.1, 0.0, 0.0], [0.0, 0.2, 0.0], [-0.1, 0.0, 0.0], [0.0, -0.1, 0.3], [-0.1, 0.1, -0.4], [0.1, -0.1, -0.1], [0.0, 0.2, 0.1], [0.2, 0.2, -0.1], [0.0, -0.1, 0.1], [-0.1, 0.1, -0.1], [-0.3, -0.1, -0.4], [0.0, 0.0, 0.0], [0.0, 0.0, 0.0], [0.0, 0.0, 0.0], [0.0, 0.0, 0.0], [0.0, 0.0, 0.0], [0.0, 0.0, 0.0], [0.0, 0.0, 0.3], [0.0, 0.0, 0.0], [0.1, 0.0, 0.0], [-0.1, 0.0, 0.2], [-0.1, 0.1, -0.2], [0.0, 0.0, -0.1], [0.0, 0.0, 0.0], [0.0, 0.0, 0.0], [-0.1, 0.0, 0.0], [0.0, 0.0, -0.1], [0.0, 0.0, 0.0], [0.0, 0.0, 0.0], [0.0, 0.0, 0.0], [0.1, 0.0, 0.0], [0.0, 0.1, 0.0], [0.0, 0.0, 0.0], [0.0, 0.0, 0.0], [0.0, 0.0, 0.0], [0.0, 0.0, 0.0]],
  "de_lowest_kj_mol": 30.8,
  "charge": -1,
  "e_homo_ev": -6.339
}

Values of lowest unoccupied orbital energy, in order: 0.96, -0.31, -2.72, -0.05, -0.63, 1.08, all in eV.
Values of E_tot, in order: -232.36497, -612.56128, -2662.97348, -747.54560, -251.62437, -2625.84556, all in Ha.